Entry 1:
{
  "formula": "C4H14NO2",
  "method": "the ωB97M-V functional and the def2-TZVPD basis",
  "spin_multiplicity": 1,
  "e_homo_ev": -15.398,
  "lumo_energy_ha": -0.111,
  "gap_ev": 12.380,
  "charge": 1,
  "species": ["C", "N", "C", "C", "C", "H", "H", "H", "H", "H", "H", "H", "H", "H", "H", "H", "H", "O", "H", "H", "O"],
  "coordinates": [[1.49, -0.31, -0.63], [0.93, -0.10, 0.72], [-0.23, -1.09, 0.98], [0.00, -2.12, -0.11], [0.46, -1.28, -1.26], [2.50, -0.75, -0.61], [1.57, 0.59, -1.33], [1.58, -0.36, 1.43], [0.61, 0.92, 0.77], [-0.08, -1.54, 2.00], [-1.06, -0.43, 0.72], [-1.00, -2.72, -0.22], [0.82, -2.80, 0.13], [1.07, -1.84, -2.01], [-0.23, -0.63, -1.68], [0.46, 2.88, -0.28], [-0.75, 2.81, 0.52], [-0.02, 2.20, 0.23], [-3.39, 2.63, 0.18], [-2.12, 1.68, -0.11], [-2.60, 2.23, 0.57]],
  "nbo_charge": [-0.242, -0.551, -0.217, -0.438, -0.415, 0.227, 0.238, 0.426, 0.480, 0.249, 0.219, 0.262, 0.227, 0.247, 0.212, 0.506, 0.537, -0.984, 0.503, 0.479, -0.967]
}

=====

Entry 2:
{
  "formula": "C4H14NO2",
  "method": "the ωB97M-V functional and the def2-TZVPD basis",
  "spin_multiplicity": 1,
  "e_homo_ev": -11.889,
  "lumo_energy_ha": -0.344,
  "gap_ev": 2.532,
  "charge": 1,
  "species": ["C", "O", "C", "C", "C", "N", "H", "H", "H", "H", "H", "H", "H", "H", "H", "H", "H", "H", "H", "H", "O"],
  "coordinates": [[-1.59, 0.69, 1.91], [-0.40, -0.50, -1.74], [-2.67, 0.54, 1.11], [-2.67, -0.44, -0.02], [-2.42, 0.30, -1.31], [6.69, 0.48, 0.24], [-1.61, 1.31, 2.79], [-0.72, 0.07, 1.71], [0.28, -0.75, -2.40], [-3.57, 1.17, 1.19], [-3.51, -1.12, 0.02], [-1.81, -1.07, 0.24], [-3.24, 0.73, -1.94], [-2.00, -0.36, -2.14], [-1.62, 1.03, -1.20], [7.55, 0.31, -0.26], [6.78, 0.35, 1.24], [6.57, 1.48, 0.10], [0.39, -1.91, 0.81], [-0.18, -1.01, -0.81], [-0.27, -1.29, 0.46]],
  "nbo_charge": [-0.215, -0.782, -0.099, -0.454, -0.545, -1.076, 0.234, 0.251, 0.516, 0.260, 0.289, 0.353, 0.322, 0.408, 0.263, 0.363, 0.361, 0.352, 0.508, 0.487, -0.796]
}

=====

Entry 3:
{
  "formula": "C4H14NO2",
  "method": "the ωB97M-V functional and the def2-TZVPD basis",
  "spin_multiplicity": 1,
  "e_homo_ev": -14.227,
  "lumo_energy_ha": -0.116,
  "gap_ev": 11.059,
  "charge": 1,
  "species": ["C", "C", "C", "C", "N", "H", "H", "H", "H", "H", "H", "H", "H", "H", "H", "H", "H", "O", "H", "H", "O"],
  "coordinates": [[-2.64, -1.62, -1.01], [-1.73, -0.38, -1.08], [-0.52, -0.40, -0.21], [0.42, -1.30, -0.04], [-0.16, 0.98, 0.29], [-2.98, -1.79, -2.03], [-2.06, -2.52, -0.81], [-3.41, -1.62, -0.24], [-1.44, -0.28, -2.13], [-2.35, 0.50, -0.93], [0.29, -2.37, -0.12], [1.36, -1.03, 0.42], [-0.39, 1.71, -0.39], [0.85, 1.07, 0.43], [-0.65, 1.11, 1.17], [3.04, 1.22, -0.09], [2.63, 2.71, -0.48], [2.41, 1.77, -0.55], [2.69, 0.13, 3.03], [2.25, 1.52, 2.51], [2.35, 0.60, 2.26]],
  "nbo_charge": [-0.601, -0.477, 0.151, -0.356, -0.709, 0.235, 0.214, 0.230, 0.247, 0.219, 0.244, 0.221, 0.436, 0.477, 0.437, 0.505, 0.498, -0.978, 0.501, 0.481, -0.977]
}

=====

Entry 4:
{
  "formula": "C4H14NO2",
  "method": "the ωB97M-V functional and the def2-TZVPD basis",
  "spin_multiplicity": 1,
  "e_homo_ev": -14.216,
  "lumo_energy_ha": -0.114,
  "gap_ev": 11.116,
  "charge": 1,
  "species": ["C", "C", "C", "C", "O", "N", "H", "H", "H", "H", "H", "H", "H", "H", "H", "H", "H", "H", "H", "H", "O"],
  "coordinates": [[0.59, 0.87, 1.99], [0.26, 0.39, 0.57], [-0.48, -0.95, 0.73], [-1.48, -1.42, -0.38], [-1.77, -0.30, -1.09], [1.68, 0.15, -0.10], [1.47, 1.49, 2.15], [0.71, -0.09, 2.68], [-0.24, 1.44, 2.46], [-0.28, 1.07, -0.03], [0.32, -1.69, 1.00], [-1.06, -0.86, 1.67], [-1.01, -2.21, -1.04], [-2.32, -1.80, 0.24], [-2.60, -0.28, -1.67], [1.70, 0.37, -1.19], [2.34, 0.80, 0.48], [2.06, -0.81, 0.07], [0.25, 1.50, -3.53], [-0.51, 1.21, -2.35], [0.37, 1.11, -2.66]],
  "nbo_charge": [-0.654, -0.030, -0.433, -0.052, -0.767, -0.745, 0.222, 0.228, 0.264, 0.246, 0.210, 0.239, 0.173, 0.189, 0.511, 0.499, 0.450, 0.436, 0.493, 0.482, -0.963]
}

=====

Entry 5:
{
  "formula": "C4H14NO2",
  "method": "the ωB97M-V functional and the def2-TZVPD basis",
  "spin_multiplicity": 2,
  "e_homo_ev": [-19.667, -19.664],
  "lumo_energy_ha": [-0.275, -0.559],
  "gap_ev": [12.194, 4.451],
  "s_squared": 0.755,
  "charge": 2,
  "species": ["O", "C", "C", "N", "C", "C", "H", "H", "H", "H", "H", "H", "H", "H", "H", "H", "H", "H", "H", "H", "O"],
  "coordinates": [[0.08, 1.95, -0.29], [0.28, 1.61, 1.05], [0.60, 0.04, 1.01], [-0.38, -0.52, -0.12], [-0.17, -1.92, -0.55], [0.47, -0.68, 2.38], [-0.11, 2.86, -0.13], [1.20, 1.96, 1.58], [-0.66, 1.67, 1.67], [1.63, -0.18, 0.65], [-0.39, 0.05, -1.08], [-1.33, -0.22, 0.25], [-0.94, -2.23, -1.21], [0.77, -2.08, -1.04], [-0.17, -2.56, 0.32], [1.52, -0.54, 2.82], [0.47, -1.86, 2.12], [-0.37, -0.36, 3.03], [-0.98, 0.34, -3.55], [-0.36, -1.09, -3.21], [-0.67, -0.25, -2.81]],
  "nbo_charge": [-0.176, -0.207, -0.052, -0.576, -0.424, -0.667, 0.536, 0.397, 0.342, 0.270, 0.502, 0.433, 0.262, 0.248, 0.240, 0.282, 0.280, 0.259, 0.531, 0.516, -0.997]
}

=====

Entry 6:
{
  "formula": "C4H14NO2",
  "method": "the ωB97M-V functional and the def2-TZVPD basis",
  "spin_multiplicity": 2,
  "e_homo_ev": [-19.606, -19.600],
  "lumo_energy_ha": [-0.276, -0.536],
  "gap_ev": [12.094, 5.005],
  "s_squared": 0.755,
  "charge": 2,
  "species": ["O", "C", "C", "N", "C", "C", "H", "H", "H", "H", "H", "H", "H", "H", "H", "H", "H", "H", "H", "H", "O"],
  "coordinates": [[0.75, -1.34, -1.61], [1.47, -0.56, -0.64], [0.48, 0.62, -0.25], [-0.53, -0.02, 0.62], [-1.48, 0.99, 1.04], [1.19, 1.84, 0.50], [1.32, -1.29, -2.44], [2.35, -0.29, -1.14], [1.79, -1.22, 0.27], [0.07, 0.79, -1.28], [-0.94, -0.80, 0.08], [-0.22, -0.50, 1.50], [-2.62, 0.85, 0.53], [-1.12, 1.98, 0.88], [-1.56, 0.99, 2.16], [1.88, 2.30, -0.28], [0.45, 2.80, 0.43], [1.51, 1.59, 1.49], [-1.92, -2.59, -1.20], [-1.23, -3.52, -0.34], [-1.64, -2.62, -0.31]],
  "nbo_charge": [-0.246, -0.117, -0.013, -0.565, -0.476, -0.645, 0.548, 0.250, 0.335, 0.275, 0.488, 0.464, 0.291, 0.243, 0.269, 0.294, 0.309, 0.264, 0.485, 0.508, -0.963]
}

=====

Entry 7:
{
  "formula": "C4H14NO2S",
  "method": "the ωB97M-V functional and the def2-TZVPD basis",
  "spin_multiplicity": 1,
  "e_homo_ev": -3.120,
  "lumo_energy_ha": 0.137,
  "gap_ev": 6.859,
  "charge": -1,
  "species": ["C", "C", "S", "C", "N", "C", "H", "H", "H", "H", "H", "H", "H", "H", "H", "H", "H", "H", "O", "H", "H", "O"],
  "coordinates": [[-0.08, -1.49, 0.57], [-1.53, -0.72, 0.59], [-1.72, 0.72, 1.66], [1.06, -1.08, -0.46], [2.39, -0.75, 0.10], [2.69, 0.67, 0.00], [0.34, -1.49, 1.54], [-0.44, -2.51, 0.37], [-2.18, -1.52, 0.90], [-1.74, -0.45, -0.46], [1.24, -1.94, -1.22], [0.93, -0.22, -1.19], [2.76, -1.30, 0.90], [3.79, 0.83, -0.03], [2.30, 1.50, 0.77], [2.22, 1.15, -0.86], [-4.04, 0.40, 0.09], [-2.99, 0.62, -0.93], [-3.94, 0.44, -0.87], [-0.54, 1.59, -0.27], [-0.34, 3.21, -0.41], [-0.15, 2.34, -0.80]],
  "nbo_charge": [-0.431, -0.515, -0.697, -0.221, -0.670, -0.423, 0.201, 0.179, 0.177, 0.152, 0.160, 0.206, 0.368, 0.169, 0.169, 0.216, 0.484, 0.475, -0.965, 0.507, 0.472, -1.014]
}

=====

Entry 8:
{
  "formula": "C4H14NO2S",
  "method": "the ωB97M-V functional and the def2-TZVPD basis",
  "spin_multiplicity": 1,
  "e_homo_ev": -3.278,
  "lumo_energy_ha": 0.136,
  "gap_ev": 6.991,
  "charge": -1,
  "species": ["C", "C", "S", "C", "N", "C", "H", "H", "H", "H", "H", "H", "H", "H", "H", "H", "H", "H", "O", "H", "H", "O"],
  "coordinates": [[0.70, -1.24, -0.86], [0.72, 0.31, -1.02], [-0.86, 1.09, -1.49], [1.06, -1.77, 0.54], [0.13, -2.82, 1.05], [-0.85, -2.39, 2.03], [-0.33, -1.58, -1.00], [1.31, -1.62, -1.68], [1.45, 0.53, -1.80], [1.09, 0.82, -0.13], [2.04, -2.25, 0.60], [1.10, -0.97, 1.28], [-0.33, -3.25, 0.27], [-0.62, -2.78, 3.02], [-1.85, -2.76, 1.84], [-1.03, -1.31, 2.07], [0.77, 3.08, -1.29], [1.11, 3.64, 0.05], [1.50, 3.52, -0.82], [-0.85, 0.98, 1.84], [-1.38, 1.66, 0.55], [-1.38, 1.73, 1.54]],
  "nbo_charge": [-0.448, -0.518, -0.689, -0.214, -0.646, -0.415, 0.208, 0.194, 0.183, 0.184, 0.176, 0.181, 0.351, 0.169, 0.188, 0.182, 0.498, 0.463, -0.979, 0.448, 0.494, -1.010]
}

=====

Entry 9:
{
  "formula": "C4H14NO3",
  "method": "the ωB97M-V functional and the def2-TZVPD basis",
  "spin_multiplicity": 1,
  "e_homo_ev": -14.628,
  "lumo_energy_ha": -0.105,
  "gap_ev": 11.767,
  "charge": 1,
  "species": ["O", "C", "C", "N", "C", "C", "H", "H", "H", "H", "H", "H", "H", "H", "H", "H", "H", "H", "O", "H", "H", "O"],
  "coordinates": [[0.44, -1.85, -1.78], [-0.59, -1.67, -1.19], [-0.68, -0.73, -0.01], [0.64, -0.11, 0.18], [1.19, -0.15, 1.60], [1.51, -1.56, 1.98], [-1.47, -2.28, -1.46], [-1.43, 0.03, -0.26], [-1.00, -1.23, 0.90], [0.75, 0.81, -0.24], [1.31, -0.61, -0.42], [0.53, 0.45, 2.22], [2.07, 0.46, 1.50], [2.09, -2.09, 1.24], [0.68, -2.22, 2.21], [2.13, -1.57, 2.87], [-1.15, 2.31, -3.15], [-1.47, 3.41, -2.18], [-1.04, 2.55, -2.22], [-0.58, 3.07, 1.07], [-1.80, 2.41, 1.74], [-1.01, 2.23, 1.23]],
  "nbo_charge": [-0.502, 0.422, -0.349, -0.506, -0.206, -0.662, 0.166, 0.283, 0.256, 0.453, 0.447, 0.249, 0.220, 0.231, 0.230, 0.262, 0.479, 0.480, -0.958, 0.488, 0.493, -0.976]
}

=====

Entry 10:
{
  "formula": "C4H14NO5",
  "method": "the ωB97M-V functional and the def2-TZVPD basis",
  "spin_multiplicity": 1,
  "e_homo_ev": -4.627,
  "lumo_energy_ha": 0.132,
  "gap_ev": 8.218,
  "charge": -1,
  "species": ["C", "N", "C", "C", "C", "O", "O", "H", "H", "H", "H", "H", "H", "H", "H", "H", "H", "O", "H", "H", "O", "H", "H", "O"],
  "coordinates": [[-1.01, 0.45, 1.93], [-0.46, -0.41, 0.88], [1.35, -1.97, 0.61], [0.97, -0.45, 0.67], [1.58, 0.18, -0.65], [2.68, -0.24, -1.00], [0.90, 1.13, -1.16], [-1.43, 1.39, 1.54], [-0.21, 0.68, 2.63], [-1.74, -0.15, 2.46], [-0.98, -0.36, 0.02], [2.42, -2.00, 0.47], [1.07, -2.58, 1.47], [0.86, -2.42, -0.24], [1.56, -0.06, 1.51], [0.32, 2.75, -0.41], [-0.80, 3.70, -0.90], [-0.23, 3.51, -0.15], [-2.10, 1.28, -0.71], [-0.91, 0.94, -1.61], [-1.81, 1.33, -1.63], [-0.08, -2.43, -1.47], [-1.01, -1.68, -2.31], [-0.92, -2.57, -1.94]],
  "nbo_charge": [-0.405, -0.659, -0.572, -0.165, 0.763, -0.727, -0.853, 0.185, 0.189, 0.174, 0.362, 0.225, 0.186, 0.148, 0.193, 0.513, 0.466, -0.997, 0.458, 0.505, -0.985, 0.465, 0.469, -0.941]
}

=====

In kcal/mol, the energy relative to the best compared isomer or geometry (same formula, charge and spin) values for the records above are, in order, 31.9 228.5 34.7 42.4 61.6 69.1 40.9 14.6 17.5 31.3.